100
Properties=species:S:1:pos:R:3 method="wB97M-V/def2-TZVPD" gap_ev="8.02 / 8.25" s2=2.05 charge=-1 spin_multiplicity=3 e_homo_ev="-5.7 / -6.0"
H -1.29733 -3.04779 -4.32666
H 3.86186 4.24809 0.11306
H -0.72996 -2.21804 0.96650
H 1.33327 -0.86115 0.75661
O 1.86709 -2.90573 2.01913
H 3.80436 1.99893 -0.42976
F -3.81962 0.99883 4.10660
H -2.34981 -3.22290 0.83527
C -2.83499 1.88767 4.27104
C 2.76669 -2.14331 4.81946
H -6.52722 -4.24425 -0.11869
H 3.12749 5.68310 -0.75844
F -3.27723 3.11869 4.05609
H 0.22623 -4.06498 -4.16663
H -3.88725 0.58431 -2.52583
H 0.15029 -0.08118 -2.65227
C -0.21906 3.35943 -2.56518
O -2.21113 1.59113 1.75455
H -4.69772 -2.71725 -0.04482
C -6.82733 -3.75936 -1.05456
C -4.34820 -0.40390 -2.55260
H 0.88180 4.87533 -0.02837
H 3.35302 1.62352 1.44367
H 2.37268 3.07585 1.68579
B 0.63387 0.02712 0.50055
O -1.22315 -0.44498 -4.11373
O -0.03906 -2.11052 3.83286
H 3.10134 5.03656 -3.13521
H 0.04882 4.41845 -2.39721
N -3.28646 -0.62268 -0.40720
H -1.97836 -2.06060 2.37072
H 0.59695 -3.27126 -1.54041
N 1.11779 -2.53194 -2.00491
C 1.86390 -4.23516 1.52821
H -1.01162 -3.84705 -2.86812
O 2.29173 1.13649 -1.99234
H 2.47745 -1.31880 5.47602
H 2.20649 6.56420 1.34421
H -0.46682 -0.17079 0.80161
H -5.28857 -0.25129 -3.09263
H 1.09250 0.89771 1.10983
O -0.03952 2.56407 -1.44380
H 0.37756 -0.68773 -5.41221
F -2.41494 1.78156 5.53165
H 1.07988 -1.76689 -1.33607
C 1.77628 4.61615 0.53986
H -0.90841 -3.65864 2.11748
H 3.88143 -3.17731 2.48255
H 4.45905 4.01239 -2.47669
H 2.66685 5.38383 2.48863
C -0.46863 -3.37347 -3.69395
H -1.13488 -1.20083 -2.20818
H 2.54415 0.19023 2.46723
H 2.36087 -4.32021 0.55405
O -6.41175 -2.43356 -1.16779
H 0.67990 0.23757 -0.63519
C 0.36717 -2.18491 -3.22772
H 4.98751 0.90469 0.61131
C -4.57010 -0.82340 -1.10251
H -5.26839 -0.15327 -0.59888
H 2.08045 0.20898 4.01899
H 3.10772 3.34846 -3.43859
C 1.91720 5.57203 1.71352
S -1.52486 1.54228 3.00402
N 2.08616 -0.37716 3.18825
H -1.00883 0.26626 -6.05343
B -1.53531 -2.79650 1.58360
H 0.97979 5.65632 2.26582
C -0.46246 -0.91130 -3.02274
H 0.38440 2.95843 -3.39397
O -0.97269 0.21039 3.32623
H 0.81847 -4.49928 1.39774
H 3.49981 -1.83163 1.40229
H 0.78775 3.21944 1.69490
C 3.38616 4.08019 -2.68163
O -0.56078 2.60122 3.25549
H 1.93929 -2.84963 4.82407
H 4.05932 -1.03521 3.58083
B 3.84952 1.21614 0.44181
C -0.41627 0.02217 -5.17412
C 3.16371 -2.37523 2.29256
V 1.69991 1.78977 -0.68636
H -2.64133 -1.39265 -0.57095
H 2.40906 -4.88421 2.21954
H 1.12378 -1.98844 -3.99587
H 0.04315 0.96599 -4.84531
H -6.49879 -4.36577 -1.91184
H -4.53080 -2.82083 -1.83776
C -5.00389 -2.28337 -1.00254
H -3.46483 -0.72652 0.58953
H -7.91864 -3.77730 -1.10652
C 3.04965 -1.46023 3.48328
V 0.12759 -1.32483 2.46958
H 3.61992 -2.69596 5.21219
N 1.59006 3.23543 1.05722
C 2.98062 4.66688 -0.38737
H -1.29076 3.35241 -2.79891
O 2.69818 3.80438 -1.49077
H 3.32807 0.26980 -0.01353
H -3.71825 -1.09167 -3.11517

---

100
Properties=species:S:1:pos:R:3 method="wB97M-V/def2-TZVPD" gap_ev=9.10 de_lowest_kcal_mol=206.9 e_homo_ev=-8.8 smiles="NC(N)=O.NC(N)=O.NC(N)=O.NC(N)=O.NC(N)=O.CC(C)O.CC(C)O.CC(C)O.CO.CO.CO.CO"
N -2.46363 -2.93459 -0.68921
O -2.96663 3.10841 -0.06021
H -4.29163 -4.48659 -1.06621
O -1.94663 0.26141 3.93379
H 2.91437 -2.34259 -2.65521
H -2.73663 -1.54859 -4.78421
C -2.94563 -0.42959 3.34979
H 0.50837 -2.57959 2.39679
H -3.91663 0.07141 3.56779
H 3.58437 -2.87859 -0.59721
C -3.13863 -3.40759 0.25579
H 0.55937 -0.18759 -3.09421
H 3.23737 -2.09359 4.04379
C -3.04463 2.78541 1.28479
O -2.93163 -3.16659 1.61079
H 2.89737 -4.66859 -2.61521
H 0.43837 0.71541 5.09179
C -1.44263 2.47141 -3.03721
H -2.10663 2.22641 -1.23521
H -0.47263 4.79741 -0.95921
H -0.46663 -0.49359 2.38279
C 0.73837 5.12841 0.71179
H -2.03363 3.39741 -2.97521
O 3.50737 -2.39459 0.14779
O 0.39437 -1.70559 4.38379
O -0.45063 1.00241 0.26879
N 0.08437 -3.50259 2.25679
H 1.74937 -3.01559 -3.77021
H -1.76763 2.02341 -3.98721
H 0.51237 -2.57959 4.71879
H 2.70437 1.33041 -1.10321
C -0.33463 4.95241 1.79279
H 1.51537 2.48241 -4.67321
N -2.08863 2.16241 1.90579
N -4.14363 3.08341 1.85279
C -0.41463 -0.37359 0.40779
N -2.20163 -1.30759 -3.95421
C 3.00837 -1.15359 -0.21021
C 2.40037 1.85541 -2.00921
H 0.60437 0.69141 3.39679
N -4.01863 -4.26559 -0.08521
O -1.89863 1.65741 -1.96821
H -2.92563 -1.46659 3.73779
H -1.00663 0.36541 -2.63421
C 2.71937 1.12941 -3.25121
H -0.19463 3.97041 2.08579
H 2.47237 -0.49759 -4.10621
H 3.81137 0.80741 -3.24021
N -0.45963 -0.42559 -3.01521
C 2.48337 2.06241 -4.48521
N -0.24363 -1.00759 1.50879
H 1.98837 1.05741 4.45679
H 0.11537 -2.07859 -0.41221
H -2.02363 1.77541 2.80679
H 3.16837 2.91441 -4.45321
H 1.82037 -1.23559 5.33479
N -0.48763 -1.27659 -0.47721
H -4.92463 3.38841 1.28179
N 0.96737 -3.58059 0.29779
H -1.34063 4.91041 1.37479
C 2.00037 -2.96759 -2.72721
H -0.17463 5.47441 2.69479
H -1.24363 -0.36059 4.25979
H 1.68137 4.65741 1.05179
H 0.25237 3.36741 -0.42221
C 1.49337 -0.98759 4.39579
H -0.36463 -2.00559 1.49879
H 2.11637 -1.21959 -0.84521
H 3.41237 -0.61759 3.39479
C -0.92863 -1.17859 -3.96321
H -0.38363 2.71341 -3.14821
H 1.24937 -4.17859 -0.48921
H -2.93963 -0.39859 2.29379
H 1.69737 -2.97559 0.57679
H 1.20837 4.61841 -1.23721
H 1.10937 -2.38659 -2.32421
H 2.43037 -1.93259 2.60579
C 0.41937 4.42141 -0.57321
O 2.11937 0.02141 -3.33521
O 2.24637 -4.20059 -2.14521
H -0.56063 -0.82159 -1.45621
H 1.32237 1.95341 -1.84721
O -0.29063 -5.41359 0.88979
H -1.62963 -2.23959 -0.51221
H 2.81137 1.63441 -5.48421
H 2.57637 -0.68059 0.62079
H -4.54263 -4.62359 0.74679
C 2.66337 -1.36359 3.51479
H -2.50663 -3.41659 -1.64321
H -0.62763 -3.92059 2.90379
C 1.09837 0.46441 4.33179
O -0.16263 -1.89659 -4.76321
H 2.88237 2.78841 -1.94821
H 0.13937 6.79141 0.25779
H -4.28263 2.92341 2.86879
H -1.26763 1.76841 1.42579
H 3.64737 -0.55459 -0.85221
C 0.18237 -4.17559 1.12979
O 0.96637 6.34941 0.47979
H -2.89563 -0.93159 -3.26721

---

100
Properties=species:S:1:pos:R:3 method="wB97M-V/def2-TZVPD" gap_ev=9.04 de_lowest_kcal_mol=242.0 e_homo_ev=-8.9 smiles="NC(N)=O.NC(N)=O.NC(N)=O.NC(N)=O.NC(N)=O.CC(C)O.CC(C)O.CC(C)O.CO.CO.CO.CO"
H 3.17836 20.58184 26.59288
H 3.46151 19.13002 23.15825
H 1.36241 19.86886 25.95047
H -0.88705 24.19717 28.18354
O -3.32841 21.47333 21.31559
H 3.28957 25.83196 25.60679
C 3.59233 20.07377 25.73995
H 0.67027 24.04479 20.99350
H -4.44496 18.20978 27.04360
H 4.77160 22.69111 29.15565
H 1.04487 22.67169 27.89322
H -0.79656 21.18846 24.63295
H 2.50420 20.56613 22.88340
H 2.91835 23.93852 23.58543
N 1.32669 21.91510 25.36663
H -1.81952 26.21268 26.53487
C 0.11459 22.23463 28.26106
H 1.43643 20.56267 28.72794
H 4.83694 22.00879 20.83095
H 1.19038 21.64618 30.06068
O -0.82992 24.22734 24.31846
C -0.71798 23.34016 28.83170
N 7.11645 21.22025 21.26989
N -4.03926 18.81755 26.30764
C 1.09278 21.83084 24.12525
O 2.22137 17.51886 21.95880
N 4.93236 21.20687 21.43205
H 4.19932 22.15827 26.92481
O 3.63205 22.63689 27.56103
H 1.33817 18.15237 24.63021
H -2.48171 18.40976 27.81334
H 4.26754 22.82076 25.10132
H -0.17282 22.43450 21.41000
C -1.08968 25.93162 25.84535
C 4.88676 20.77929 25.48383
H 5.81637 22.39128 24.42587
H -1.21705 21.21028 27.80860
N -1.26320 20.27135 21.00738
N 1.34659 19.49370 21.02794
H 2.40382 24.44235 25.41951
H -0.14075 19.14477 24.26676
H 8.04223 20.76742 21.34623
O 1.33754 22.16165 20.35073
C 6.05192 20.74108 21.82478
H -2.74358 22.94996 25.18937
H -0.26987 20.06087 21.10636
C 4.79917 22.04115 24.72449
H -1.85300 19.41139 20.95248
N -2.07072 19.01233 27.15575
O 0.69945 19.24967 26.20538
C 3.85606 22.25554 28.81989
H 1.04559 18.94150 20.25503
H -1.22677 26.57802 24.94419
H -3.28780 24.63985 25.01358
H -0.92320 23.28293 24.14227
H 2.35790 23.72081 21.29936
H 1.41151 20.50905 20.84321
O 5.50845 21.02559 26.53803
H 1.79070 23.99929 19.69100
C -1.92989 21.36585 21.32864
C -2.81966 19.37190 26.17900
C 1.58593 23.52905 20.57571
C 0.72367 21.23265 29.18489
H 5.88783 20.16213 26.85744
O -2.31508 20.26681 25.31531
H 4.32083 21.77723 23.82927
C -2.60377 23.95195 25.54408
H -2.81111 23.88984 26.63936
H -0.60468 23.87704 26.06979
O 6.12005 19.62384 22.60480
N -1.18597 22.31526 21.63672
H -1.67432 23.20955 21.84599
H 0.59021 21.64923 26.05222
H -0.56995 21.74479 22.94468
H 3.89384 21.20095 28.82924
H 3.03464 22.62921 29.45631
H 7.09315 21.96877 20.59132
O 2.04260 22.09443 23.19022
H 1.57432 25.85923 24.91672
C 2.09711 18.87723 21.84062
O -0.44857 21.59827 27.34258
H 5.58352 20.06495 24.97848
H 0.06471 20.61256 29.74419
H 3.64611 19.07913 26.22761
H 1.23625 22.06956 19.41686
H 2.79992 20.04570 24.98932
H -1.73205 22.92744 29.02417
H 2.15292 22.22002 25.83906
H 4.02904 20.72996 21.76700
N 2.88587 19.70619 22.46471
O 2.91117 24.91555 23.67165
C 2.53872 25.35484 24.94036
H -0.17253 17.69678 25.21975
H -0.06572 26.14183 26.06656
H -0.30313 23.54102 29.83174
C -1.19842 24.49222 25.44107
C 0.44344 18.53596 25.04040
N -0.17462 21.60032 23.92206
H -1.17858 19.33250 27.02184
H -4.52855 18.90120 25.36879

---

108
Properties=species:S:1:pos:R:3 method="wB97M-V/def2-TZVPD" gap_ev="8.22 / 2.54" s2=0.77 charge=+1 de_lowest_kcal_mol=0.0 spin_multiplicity=2 e_homo_ev="-10.7 / -10.7"
C -2.87682 1.64121 3.75643
H 0.63763 -0.70667 -2.77965
H -1.86754 -2.82995 2.46970
C 0.12948 0.66643 0.24653
O -0.85839 -3.27617 -3.75463
O 2.59389 1.40912 -1.90415
H 3.17461 4.51984 -2.37707
H 3.62050 1.62720 -4.11074
H 4.67059 -2.57715 -4.24854
H 4.32709 -1.63048 -2.73199
H -3.87401 4.08521 0.25365
N -2.80288 2.11609 4.98531
H -4.53133 -0.51215 2.51029
O 0.21641 0.78904 -1.16502
H 3.32358 -4.65770 3.11907
H -3.04806 2.29898 1.90613
C -6.18702 -1.27905 1.65984
H 2.35872 0.34524 0.51824
N -2.09472 -5.40186 -0.42634
H -1.34568 0.06465 1.78059
H 3.27770 -0.13404 -2.54994
H -1.07324 4.16010 -2.37913
N -6.76699 -0.94856 2.79253
N 2.58764 -4.19904 2.60127
H 0.11011 -1.36847 5.51852
C -0.42376 -2.34600 -3.08645
C -1.17785 -0.06314 0.71119
H -0.42031 -1.29202 -1.41365
H 0.94866 2.10385 -7.58498
H 4.68744 1.14268 1.52508
H 0.90860 -3.47363 1.51274
C -0.79780 4.20544 -1.32549
N 3.79975 -0.83334 -3.05843
O -2.42098 2.48809 -0.91070
H -1.49422 3.62600 0.58698
N 4.06556 -1.99903 -4.81407
H 2.37334 3.71570 -1.03106
H 1.50694 -1.13179 0.12653
N -0.79110 -2.11314 -1.87011
H 1.04056 1.26119 -1.30448
H 1.03043 -1.50237 -4.26470
H 2.16393 0.22232 3.54487
H 3.96477 3.39065 -3.95344
H -4.38379 -1.33585 0.96971
H -2.87812 1.45563 5.74572
C 2.70900 -4.09836 1.31203
H 4.31167 0.71225 4.67048
O 0.41626 -2.66596 3.43663
O 2.76708 -0.17778 -5.02184
H -4.10594 -3.26579 -1.19114
H 0.12400 3.62792 -1.25579
H -0.50371 5.21661 -1.04416
C -3.11799 4.54572 -0.38234
H -6.22446 -0.41728 3.45849
H -1.58166 -2.62072 -1.49933
H 3.92900 -2.15229 -5.80299
C 3.01945 2.46241 -2.38891
N 1.61724 -3.61312 0.80671
H 4.44532 2.94997 2.90703
H -2.93229 5.58218 -0.10058
N -1.75126 -2.09691 3.15471
C 4.17110 1.24923 3.73240
H -0.11693 1.52181 -3.84493
H 2.17397 1.74014 4.39732
H -1.19795 -1.12115 0.44986
H 0.13337 1.68766 0.62754
C 0.13225 1.90842 -5.70989
C -2.81129 -4.36487 -0.19030
N -0.68421 -1.33453 4.89562
H 1.65472 -3.40654 -0.18123
C 1.41608 -0.18407 0.65728
H -1.30668 -5.53052 0.19216
H -2.66754 3.09651 5.18672
N 0.46236 -1.45864 -3.43075
C -1.90102 3.69445 -0.42194
C -0.59053 -2.04258 3.79892
N 0.48591 1.36866 -4.64069
H 4.39646 -0.44918 2.38574
H 1.31476 -0.45641 1.70782
C 3.50523 -0.92430 -4.37999
O -6.71683 -1.86869 0.73474
O -2.92712 0.47090 3.57583
N -4.95720 -0.95834 1.71052
O -0.89027 2.50282 -5.65034
H -2.48070 -1.48234 3.48685
C 2.60760 1.21794 3.54447
N 2.84961 3.67934 -1.92097
H -2.38439 -6.09735 -1.09900
H 2.26550 1.84429 2.72060
H -7.76300 -1.08883 2.88410
O -2.63450 -3.57025 0.68444
N -2.95649 2.56479 2.87621
H -2.06076 0.29766 0.18355
O 3.65821 -4.51484 0.69674
H -3.57165 4.70430 -1.36068
H 1.84355 -3.69764 3.06498
O 4.58070 2.60353 3.79205
H -1.67016 1.88997 -0.90032
H -3.27698 3.45291 3.23488
N 0.99743 1.71477 -6.65420
H -3.78576 -4.82405 -1.91599
H -1.52334 -0.80217 5.07599
N -3.70270 -4.19005 -1.13417
C 4.79623 0.56330 2.44191
N 3.61004 2.50742 -3.61555
H 1.82769 1.20564 -6.38672
H 1.29678 0.76652 -4.64223
H 5.87340 0.40240 2.48548

---

DFT total energy across the listed records, respectively: -118449.18753; -59104.12287; -59102.60210; -71028.73937 eV.